(1)
This record from OMol25 describes an isolated ion of composition C5H12FN2 and charge +1. The level of theory is the ωB97M-V functional and the def2-TZVPD basis.

HOMO level = -14.39 eV
HOMO-LUMO gap = 11.31 eV
structure (SMILES) = C[C@@H]1N[C@H](F)C[N@H+]1C
maximum force = 5.3 eV/A
E_tot = -406.769342 hartree
charge = +1
LUMO level = -3.078 eV

Last column: Löwdin charge in e.
Atoms and positions in Å:
C1 0.49200 2.06155 -0.13033  0.01
C2 -0.33363 0.72514 -0.52463  -0.32
N1 -1.70722 0.94458 -0.45274  0.04
C3 -2.45502 -0.26008 -0.31671  -0.20
F1 -3.27374 -0.17331 0.74436  0.06
C4 -1.06724 -1.41608 0.25738  0.02
N2 0.02683 -0.49668 0.34635  -0.14
C5 1.33309 -1.21223 0.08235  0.02
H1 0.31835 2.54431 0.86681  0.11
H2 0.07336 2.73978 -0.86629  0.08
H3 1.51362 2.01788 -0.42246  0.06
H4 0.08473 0.46635 -1.55453  0.18
H5 -1.82059 1.48046 0.42992  0.16
H6 -2.87467 -0.43795 -1.23335  0.12
H7 -1.44761 -1.72906 1.20955  0.12
H8 -0.85230 -2.21383 -0.51188  0.15
H9 0.14554 -0.19381 1.31546  0.18
H10 2.20746 -0.75263 0.75107  0.16
H11 1.16915 -2.20959 0.42531  0.08
H12 1.73272 -1.27051 -0.92124  0.10

(2)
This record from OMol25 describes C40H90BF4N5 as an isolated structure. The level of theory is the ωB97M-V functional and the def2-TZVPD basis.

HOMO level = -12.36 eV
HOMO-LUMO gap = 3.44 eV
maximum force = 7.4 eV/A
E_tot = -2274.841783 hartree
charge = +4
LUMO level = -8.930 eV

Last column: Löwdin charge in e.
Atoms and positions in Å:
B1 -2.52860 -1.98430 0.54603  -1.14
F1 -3.67601 -1.54366 1.24909  0.09
F2 -2.72480 -3.29513 0.05026  0.08
F3 -2.47255 -1.13403 -0.66207  0.00
F4 -1.30526 -1.89542 1.23834  0.09
C1 -0.37904 8.33880 -5.37056  0.07
C2 -0.23219 6.96373 -5.21672  0.10
C3 3.41875 8.22890 -5.48668  -0.09
N1 3.25714 7.13837 -6.14654  -0.31
C4 3.38921 7.07128 -7.67140  0.02
C5 3.53692 5.85600 -5.54093  -0.18
C6 5.03484 5.50983 -5.72695  -0.17
C7 6.03444 6.68558 -5.95769  -0.20
C8 5.61520 8.05900 -5.46738  -0.03
H1 0.56852 8.96667 -5.38496  0.14
H2 -0.86282 7.73297 -4.39264  0.19
H3 -1.16151 8.68828 -5.95865  0.09
H4 -1.04916 6.32090 -5.45312  0.11
H5 0.52754 6.61997 -4.60276  0.08
H6 3.38509 8.32077 -4.43386  0.08
H7 3.18007 9.07849 -6.09442  0.09
H8 4.24731 6.49044 -8.08024  0.10
H9 3.39852 8.09610 -7.92676  0.08
H10 2.53135 6.56387 -8.05248  0.07
H11 2.73053 5.21028 -5.94440  0.12
H12 3.34485 6.03777 -4.45790  0.12
H13 5.06581 4.81970 -6.45234  0.06
H14 5.27344 5.03815 -4.77819  0.10
H15 6.17413 6.87303 -7.06566  0.12
H16 6.94074 6.32389 -5.31647  0.14
H17 5.74619 9.01002 -5.96155  0.06
H18 5.54743 8.29404 -4.45354  0.03
C9 -1.18550 -11.86107 1.18090  -0.06
C10 -1.53188 -10.44305 1.67788  -0.22
C11 -2.58317 -9.87103 0.71563  -0.15
N2 -3.27709 -8.60722 1.18213  -0.26
C12 -4.24059 -8.89249 2.35681  0.05
C13 -2.34013 -7.45491 1.64348  -0.04
C14 -3.07258 -6.14883 1.16205  -0.13
C15 -4.36343 -6.55176 0.45130  -0.13
C16 -4.09095 -8.02167 0.00384  -0.07
H19 -0.13286 -12.11884 1.25892  0.08
H20 -1.38151 -11.84375 0.10531  0.08
H21 -1.74945 -12.60608 1.67706  0.07
H22 -0.73814 -9.66517 1.75092  0.12
H23 -1.94103 -10.47600 2.67857  0.09
H24 -3.36947 -10.62156 0.47753  0.16
H25 -2.03262 -9.59576 -0.16935  0.13
H26 -3.64150 -9.46019 3.03840  0.08
H27 -5.14716 -9.38814 2.01044  0.11
H28 -4.59248 -7.96091 2.80983  0.11
H29 -2.22781 -7.58308 2.76304  0.15
H30 -1.40877 -7.67693 1.12068  0.12
H31 -3.35434 -5.61388 2.00261  0.09
H32 -2.45337 -5.52263 0.51548  0.11
H33 -5.20056 -6.36468 1.13364  0.12
H34 -4.45459 -5.99302 -0.44378  0.10
H35 -4.96487 -8.65295 -0.25042  0.15
H36 -3.42291 -7.92919 -0.81912  0.12
C17 -0.01015 3.18934 3.02358  -0.08
C18 -0.52463 4.27519 3.97738  -0.23
C19 -0.69272 3.64293 5.37327  -0.12
N3 -0.70006 4.59804 6.57924  -0.28
C20 0.61264 5.27652 6.78159  0.02
C21 -1.11271 3.85147 7.79345  -0.14
C22 -2.58520 3.56465 7.68392  -0.11
C23 -3.12266 4.77608 6.83099  -0.12
C24 -1.87939 5.60867 6.52142  -0.07
H37 -0.28911 3.39260 1.97297  0.09
H38 -0.43237 2.27667 3.30213  0.05
H39 1.11944 3.21334 3.15687  0.11
H40 -1.51448 4.69852 3.72209  0.11
H41 0.12016 5.18375 4.07301  0.11
H42 0.12852 2.95867 5.60426  0.14
H43 -1.56768 3.02136 5.37059  0.12
H44 0.54090 5.94907 7.67306  0.13
H45 0.94183 5.86391 5.91956  0.10
H46 1.36443 4.48505 6.98651  0.12
H47 -0.79224 4.43726 8.62997  0.13
H48 -0.47796 2.92216 7.85154  0.16
H49 -2.99309 3.48320 8.68066  0.12
H50 -2.84811 2.65974 7.09263  0.12
H51 -3.82724 5.41963 7.35290  0.12
H52 -3.71883 4.51277 5.96835  0.11
H53 -1.67492 6.25970 7.37865  0.14
H54 -1.85133 6.24549 5.65208  0.13
C25 -4.13218 -0.57803 -5.09840  -0.06
C26 -4.32234 -0.70266 -3.50463  -0.18
C27 -5.42872 0.28207 -3.14461  -0.15
N4 -5.61533 0.47815 -1.68203  -0.30
C28 -4.46022 1.31739 -1.14471  0.08
C29 -5.74467 -0.79089 -0.88328  -0.09
C30 -6.43685 -0.30941 0.35659  -0.15
C31 -7.14323 0.97348 -0.04074  -0.15
C32 -6.88372 1.08310 -1.50848  -0.16
H55 -3.95451 0.49069 -5.39044  0.09
H56 -4.95868 -0.93759 -5.63798  0.05
H57 -3.29312 -1.23810 -5.35019  0.08
H58 -3.35215 -0.44788 -3.01398  0.11
H59 -4.57017 -1.70389 -3.18134  0.11
H60 -6.35320 -0.11384 -3.58478  0.15
H61 -5.24954 1.27365 -3.49974  0.12
H62 -4.34122 2.13771 -1.84145  0.11
H63 -3.58666 0.68259 -1.23068  0.08
H64 -4.69041 1.61825 -0.13146  0.11
H65 -4.81120 -1.29838 -0.69428  0.11
H66 -6.35989 -1.42568 -1.52695  0.15
H67 -5.70485 -0.07212 1.12279  0.11
H68 -7.07610 -1.06002 0.86677  0.14
H69 -6.83086 1.78452 0.60302  0.11
H70 -8.27382 0.88595 0.24125  0.16
H71 -6.82589 2.07661 -1.96437  0.16
H72 -7.57002 0.46009 -2.08699  0.15
C33 9.59524 -4.27827 1.12721  -0.12
C34 8.38067 -3.45210 1.53129  -0.20
C35 7.79573 -3.04001 0.10151  -0.11
N5 6.49108 -2.26524 0.08946  -0.28
C36 6.08563 -2.14318 -1.36939  0.03
C37 5.30464 -2.94740 0.81782  -0.09
C38 4.30618 -1.83341 0.99268  -0.16
C39 5.15489 -0.49955 1.16519  -0.10
C40 6.58982 -0.90169 0.70358  -0.09
H73 10.16617 -4.60640 1.98572  0.08
H74 10.29990 -3.69993 0.46467  0.10
H75 9.32712 -5.21785 0.58387  0.10
H76 8.78881 -2.57672 2.06792  0.12
H77 7.68249 -3.99856 2.15461  0.10
H78 7.58180 -3.90390 -0.56658  0.15
H79 8.52774 -2.41565 -0.40654  0.13
H80 5.58296 -3.06248 -1.63285  0.11
H81 6.96064 -1.88811 -2.01250  0.13
H82 5.32253 -1.39140 -1.45419  0.10
H83 5.07015 -3.88161 0.32790  0.14
H84 5.72701 -3.20639 1.81677  0.14
H85 3.57467 -1.66191 0.19575  0.11
H86 3.60505 -2.10268 1.85444  0.14
H87 4.70608 0.38351 0.61215  0.13
H88 5.23140 -0.30325 2.25330  0.12
H89 6.98673 -0.25403 0.02568  0.10
H90 7.25401 -1.04286 1.50832  0.11

(3)
This record from OMol25 describes one molecule with the formula C4H8N2O. The level of theory is the ωB97M-V functional and the def2-TZVPD basis.

HOMO level = -7.95 eV
HOMO-LUMO gap = 8.92 eV
structure (SMILES) = N[C@H]1CC=CN1O
maximum force = 3.0 eV/A
E_tot = -341.875973 hartree
LUMO level = 0.976 eV

Last column: Löwdin charge in e.
Atoms and positions in Å:
N1 -1.10496 1.65401 -0.29101  0.05
C1 -0.44336 0.62508 0.38703  -0.28
C2 -1.15287 -0.72103 0.34283  -0.15
C3 -0.09043 -1.72306 -0.01186  -0.09
C4 1.07173 -1.15826 -0.31726  -0.15
N2 1.07628 0.22907 -0.35871  -0.12
O1 2.15508 0.81698 0.35727  -0.06
H1 -1.37977 1.37870 -1.22641  0.09
H2 -0.59138 2.52580 -0.31040  0.08
H3 -0.13800 0.93932 1.38350  0.14
H4 -1.93819 -0.69203 -0.41833  0.11
H5 -1.62369 -0.97550 1.29479  0.11
H6 -0.30190 -2.77503 -0.05405  0.09
H7 1.98693 -1.66223 -0.57762  0.11
H8 2.47453 1.53818 -0.19978  0.09